No. 1
Below is a structure of composition C30H29IrN5OS5Sb, with properties calculated with wB97M-V/def2-TZVPD.

Structure (ORCA input):
```
! RIJCOSX wB97M-V def2-TZVPD def2/J DEFGRID3
* xyz 0 5
Ir -0.705 2.205 0.086
C 2.342 2.614 1.204
N 1.849 1.972 0.010
C 2.247 2.448 -1.289
C 1.258 1.883 -2.260
N 0.083 1.452 -1.886
C -0.573 1.053 -3.042
C -1.857 0.547 -3.216
C -2.241 0.235 -4.504
C -1.378 0.423 -5.594
C -0.106 0.939 -5.434
C 0.273 1.255 -4.136
N 1.441 1.779 -3.598
C 1.425 2.180 2.306
N 0.139 2.042 2.117
C -0.385 1.558 3.305
C -1.696 1.232 3.640
C -1.912 0.716 4.902
C -0.858 0.538 5.813
C 0.444 0.877 5.496
C 0.657 1.393 4.223
N 1.798 1.810 3.556
H 2.262 3.699 1.079
H 3.385 2.378 1.460
H 1.821 0.957 0.097
H 3.271 2.178 -1.585
H 2.157 3.540 -1.310
H -2.522 0.439 -2.369
H -3.236 -0.148 -4.683
H -1.724 0.172 -6.588
H 0.551 1.099 -6.279
H 2.266 2.054 -4.100
H -2.498 1.387 2.929
H -2.915 0.446 5.201
H -1.073 0.130 6.791
H 1.250 0.747 6.205
H 2.738 1.819 3.911
S -3.571 4.346 -3.290
Sb -2.918 4.283 -1.088
S -3.077 2.189 0.001
S -0.649 4.592 -0.578
S -4.477 5.895 -0.690
O 0.913 -0.545 0.886
S 1.341 -1.714 1.715
C 1.335 -3.137 0.561
C 2.042 -2.730 -0.696
C 1.324 -2.082 -1.699
C 1.959 -1.669 -2.858
C 3.323 -1.882 -3.017
C 4.046 -2.517 -2.017
C 3.406 -2.940 -0.860
C -0.106 -2.165 2.737
C -1.357 -2.405 1.950
C -1.882 -3.690 1.843
C -3.018 -3.926 1.083
C -3.637 -2.879 0.416
C -3.119 -1.595 0.514
C -1.986 -1.358 1.279
H 0.294 -3.385 0.357
H 1.821 -3.972 1.068
H 0.265 -1.899 -1.565
H 1.385 -1.186 -3.639
H 3.820 -1.567 -3.926
H 5.107 -2.691 -2.141
H 3.970 -3.442 -0.083
H -0.203 -1.313 3.416
H 0.192 -3.039 3.320
H -1.402 -4.512 2.363
H -3.420 -4.929 1.015
H -4.524 -3.062 -0.176
H -3.593 -0.765 0.005
H -1.582 -0.356 1.337
*
```

The calculation puts the energy above the lowest of the compared OMol25 structures with the same formula, charge and spin at 0.479 eV. The orbital gap (alpha / beta) comes out at 6.22 / 6.14 eV. The HOMO energy (alpha / beta) comes out at -0.2340 / -0.2620 Eh. The LUMO energy (alpha / beta) is -0.2 / -1.0 eV. The calculation puts the total energy at -3845.17349 hartree. The strongest force on any atom comes out at 0.21 eV/Å.


No. 2
Below is a structure of composition C30H30BrCl33F9N5O5S in a non-equilibrium geometry, with properties calculated with wB97M-V/def2-TZVPD.

Structure (ORCA input):
```
! RIJCOSX wB97M-V def2-TZVPD def2/J DEFGRID3
* xyz 0 1
C -2.149 2.177 -0.576
C -2.191 0.646 0.096
C -2.078 0.903 1.738
C -0.896 -0.258 -0.456
C -1.345 -1.546 -1.365
C -1.653 -2.789 -0.293
C -0.247 -2.027 -2.483
O 1.001 -1.249 -2.501
N 1.316 -0.804 -3.728
C 2.538 -1.530 -4.294
S 3.584 -2.917 -3.558
O 2.748 -4.221 -3.565
O 4.767 -3.155 -4.573
C 4.382 -2.496 -1.916
F 5.878 -2.706 -1.924
F 4.194 -1.018 -1.701
C 3.720 -3.236 -0.611
F 2.290 -2.912 -0.369
F 4.467 -2.705 0.589
C 3.853 -4.874 -0.602
F 4.779 -5.421 -1.623
F 2.456 -5.399 -0.832
C 4.289 -5.494 0.885
F 5.731 -5.303 1.196
F 3.374 -5.054 1.981
F 4.092 -6.988 0.778
N 2.689 -0.810 -5.617
C 1.591 0.224 -5.729
N 1.428 1.044 -6.805
C 0.368 2.076 -7.063
O -0.732 1.704 -7.773
O 0.453 3.467 -6.525
C 2.487 0.890 -7.911
C 2.119 0.364 -9.456
C 3.392 0.293 -10.471
N 4.840 0.575 -10.259
C 5.220 1.048 -8.897
C 4.081 1.228 -7.749
N 0.726 0.211 -4.505
Br -0.735 1.186 -3.904
H -1.044 2.518 -0.839
H -2.767 2.238 -1.585
H -2.529 2.967 0.232
H -3.217 0.136 -0.143
H -3.095 1.293 2.183
H -1.275 1.756 1.970
H -1.682 -0.061 2.315
H -0.199 0.516 -1.001
H -0.406 -0.706 0.536
H -2.352 -1.328 -1.928
H -0.763 -2.942 0.480
H -2.613 -2.558 0.377
H -1.808 -3.826 -0.838
H 0.036 -3.166 -2.270
H -0.781 -2.040 -3.550
H 1.006 0.070 -9.773
H 3.109 -0.049 -11.582
H 6.348 1.307 -8.610
H 4.442 1.641 -6.694
C 6.780 3.963 -11.031
Cl 6.625 5.418 -10.033
Cl 8.436 3.335 -10.962
Cl 5.624 2.725 -10.512
H 6.557 4.230 -12.067
C 4.508 -5.398 -7.665
Cl 6.105 -5.068 -8.359
Cl 3.728 -3.891 -7.156
Cl 3.490 -6.263 -8.830
H 4.640 -6.032 -6.785
C -3.562 2.609 5.101
Cl -2.402 3.338 3.977
Cl -5.005 2.055 4.234
Cl -2.814 1.268 5.985
H -3.866 3.371 5.824
C -3.289 6.607 6.342
Cl -3.467 5.118 7.287
Cl -1.614 6.803 5.801
Cl -4.394 6.601 4.957
H -3.545 7.454 6.984
C -7.830 7.361 7.200
Cl -7.986 8.817 8.198
Cl -6.175 6.734 7.269
Cl -8.987 6.124 7.719
H -8.054 7.629 6.164
C -1.769 8.480 9.376
Cl -3.525 8.369 9.170
Cl -1.100 6.914 9.867
Cl -1.001 9.043 7.882
H -1.560 9.206 10.166
C -5.751 -0.285 8.219
Cl -4.875 -1.632 7.473
Cl -4.688 1.120 8.408
Cl -7.177 0.139 7.257
H -6.086 -0.599 9.211
C 4.495 -5.712 5.273
Cl 5.877 -6.645 5.871
Cl 2.971 -6.457 5.786
Cl 4.587 -4.034 5.836
H 4.527 -5.711 4.181
C -10.808 -0.977 5.391
Cl -11.842 -0.605 4.001
Cl -9.145 -1.285 4.865
Cl -10.853 0.345 6.570
H -11.190 -1.881 5.872
C -6.893 1.469 11.591
Cl -6.199 -0.161 11.564
Cl -8.510 1.469 10.867
Cl -6.954 2.092 13.249
H -6.251 2.127 11.000
C 8.618 -6.040 -5.015
Cl 6.862 -6.151 -5.221
Cl 9.287 -7.606 -4.524
Cl 9.386 -5.477 -6.509
H 8.827 -5.314 -4.225
*
```

The orbital gap comes out at 5.22 eV. The HOMO energy comes out at -0.3079 Eh. The LUMO energy is -3.2 eV. The calculation puts the total energy at -20867.31150 hartree. The strongest force on any atom comes out at 10.14 eV/Å.


No. 3
Below is a structure of composition C30H30BrN9O4PdS, with properties calculated with wB97M-V/def2-TZVPD.

Structure (ORCA input):
```
! RIJCOSX wB97M-V def2-TZVPD def2/J DEFGRID3
* xyz 0 1
Pd 0.671 -0.233 -0.602
Br -7.363 0.737 -6.377
C -7.228 -0.136 -4.699
C -6.243 -1.093 -4.503
C -6.114 -1.692 -3.261
C -6.965 -1.341 -2.216
C -7.995 -0.440 -2.454
C -8.114 0.186 -3.689
N -6.904 -1.992 -0.943
N -5.852 -2.089 -0.286
C -4.673 -1.357 -0.563
C -4.563 -0.190 -1.300
C -3.325 0.374 -1.617
C -2.141 -0.217 -1.195
O -0.974 0.132 -1.673
C -2.253 -1.238 -0.199
N -1.110 -1.567 0.455
C -1.150 -2.501 1.369
C -2.331 -3.198 1.686
C -3.493 -2.877 1.042
C -3.494 -1.836 0.084
H -5.576 -1.358 -5.312
H -5.342 -2.436 -3.095
H -8.683 -0.209 -1.647
H -8.892 0.918 -3.863
H -5.462 0.315 -1.626
H -3.262 1.266 -2.229
H -0.217 -2.712 1.883
H -2.316 -3.967 2.448
H -4.424 -3.382 1.261
N 6.548 -0.269 5.240
C 5.883 -0.206 4.028
C 6.442 -0.782 2.882
C 5.808 -0.672 1.659
C 4.609 0.021 1.573
C 4.030 0.587 2.704
C 4.667 0.484 3.922
S 3.764 0.137 0.050
O 3.260 1.482 -0.066
O 4.621 -0.350 -0.992
N 2.423 -0.803 0.237
C 2.532 -2.160 -0.057
N 3.610 -2.873 0.258
C 3.584 -4.152 -0.109
C 2.508 -4.733 -0.764
C 1.437 -3.899 -1.026
N 1.447 -2.616 -0.683
H 7.273 -0.958 5.335
H 6.016 -0.102 6.075
H 7.382 -1.321 2.962
H 6.224 -1.119 0.764
H 3.075 1.094 2.610
H 4.232 0.935 4.809
H 4.466 -4.734 0.142
H 2.513 -5.772 -1.062
H 0.547 -4.257 -1.533
C 1.409 4.804 -1.177
N 1.049 3.411 -0.951
C 0.945 2.579 -2.137
C 0.876 2.853 0.263
O 0.276 1.767 0.418
N 1.257 3.592 1.365
C 2.599 4.175 1.445
C 0.694 3.189 2.645
H 0.770 5.207 -1.965
H 2.452 4.908 -1.494
H 1.243 5.392 -0.280
H 1.436 3.090 -2.962
H -0.086 2.357 -2.398
H 1.462 1.642 -1.983
H 3.174 3.931 0.557
H 3.127 3.742 2.298
H 2.565 5.259 1.581
H -0.255 2.688 2.489
H 0.536 4.077 3.259
H 1.357 2.506 3.187
*
```

The calculation puts the energy above the lowest of the compared OMol25 structures with the same formula, charge and spin at 1.541 eV. The orbital gap comes out at 6.44 eV. The HOMO energy comes out at -0.2692 Eh. The LUMO energy is -0.9 eV. The calculation puts the total energy at -5055.00585 hartree. The strongest force on any atom comes out at 0.75 eV/Å.